No. 1
CHF3HgO4P | wB97M-V/def2-TZVPD

Computed properties:
**HOMO (spin up / spin down)**: -9.370 / -9.980 eV
**Total energy**: -1134.1620 a.u.
**E_LUMO (spin up / spin down)**: 0.24 / -2.80 eV
**Relative energy (zero: lowest compared OMol25 entry of this formula, charge and spin)**: 10.0 kcal per mole
**Kohn-Sham gap (spin up / spin down)**: 9.6050 / 7.1762 eV

```
! RIJCOSX wB97M-V def2-TZVPD def2/J DEFGRID3
* xyz 0 2
P 1.746 0.124 0.316
F 1.694 0.895 -1.058
F 3.255 0.534 0.615
F 1.145 1.088 1.401
O 1.723 -1.356 0.444
O -2.407 -0.621 0.791
O -0.585 -0.195 -0.359
O -2.477 0.908 -0.810
C -1.795 0.078 -0.014
H -2.047 0.993 -1.671
Hg -0.252 -2.450 0.345
*
```

No. 2
C10H11AlBrIN2O2SbSe4 | wB97M-V/def2-TZVPD

Computed properties:
**HOMO (spin up / spin down)**: -11.137 / -11.194 eV
**Total energy**: -13607.4883 a.u.
**E_LUMO (spin up / spin down)**: -5.25 / -5.50 eV
**Relative energy (zero: lowest compared OMol25 entry of this formula, charge and spin)**: 4.2 kcal per mole
**Kohn-Sham gap (spin up / spin down)**: 5.8853 / 5.6902 eV

```
! RIJCOSX wB97M-V def2-TZVPD def2/J DEFGRID3
* xyz 1 1
Al 0.421 0.546 -0.856
C 4.464 -1.592 0.797
C 3.112 -1.161 0.323
N 2.553 -1.385 -0.809
O 3.224 -2.059 -1.787
C 2.189 -0.424 1.235
C 2.062 -0.712 2.686
N 1.486 0.417 0.597
O 0.223 0.895 0.959
H 5.155 -1.848 -0.005
H 4.377 -2.462 1.451
H 4.926 -0.788 1.368
H 4.133 -2.234 -1.492
H 3.037 -0.644 3.172
H 1.689 -1.728 2.834
H 1.376 -0.008 3.150
Br -3.912 -3.185 -2.180
C -4.027 -1.520 -1.314
C -5.283 -0.964 -1.111
C -5.405 0.259 -0.470
C -4.280 0.930 -0.017
C -3.018 0.387 -0.208
C -2.910 -0.829 -0.863
I -1.017 -1.662 -1.183
H -6.158 -1.496 -1.458
H -6.389 0.682 -0.319
H -4.374 1.879 0.494
H -2.155 0.912 0.186
Se 2.873 3.723 0.405
Sb 0.943 3.936 -0.939
Se -1.148 4.256 0.360
Se 1.432 5.829 -2.443
Se 0.404 2.049 -2.564
*
```

Number 1: F_max 2.94 eV/A. Number 2: F_max 0.61 eV/A.